A single C6H6N2S3 molecule at a distorted geometry, computed with ωB97M-V with the def2-TZVPD basis set.

Properties
* relative energy (zero: lowest compared OMol25 entry of this formula, charge and spin): 6.25 kcal/mol
* E: -41801.55574 eV
* LUMO level (alpha / beta): -0.81 / -0.81 eV
* highest occupied orbital energy (alpha / beta): -7.45 / -7.46 eV

Each line ends with the Mulliken charge.
Positions of all 17 atoms, in Å:
C: -3.009 -1.161 0.539  -0.49
C: -2.095 -2.160 0.740  -0.20
C: -1.238 -0.067 -0.129  0.61
C: -0.312 1.685 1.674  0.46
C: 0.938 0.508 -0.515  -0.40
C: 1.837 1.547 0.129  -0.51
N: -2.489 0.039 0.127  -0.58
N: -0.447 0.875 -0.560  -0.55
S: -1.780 1.597 2.206  -0.13
S: -0.542 -1.761 0.149  -0.26
S: 1.276 1.925 1.805  -0.09
H: -4.029 -1.257 0.796  0.45
H: -2.321 -3.213 0.937  0.35
H: 1.266 0.507 -1.523  0.38
H: 0.920 -0.539 -0.071  0.23
H: 2.939 1.164 0.266  0.33
H: 1.973 2.451 -0.408  0.40

---

A gas-phase ion, C6H6N3S (charge +1) at a distorted geometry, computed with ωB97M-V with the def2-TZVPD basis set.

Properties
* relative energy (zero: lowest compared OMol25 entry of this formula, charge and spin): 111.44 kcal/mol
* E: -21612.28915 eV
* LUMO level (alpha / beta): -6.00 / -6.00 eV
* highest occupied orbital energy (alpha / beta): -13.49 / -13.49 eV
* net charge: +1

Each line ends with the Mulliken charge.
Positions of all 16 atoms, in Å:
C: 2.574 1.484 -1.739  -0.12
C: 0.648 0.636 -1.143  -0.32
C: 1.218 0.543 0.124  0.39
C: -0.450 -0.633 1.450  0.07
C: -2.815 -1.162 0.513  -0.50
C: -1.972 -0.610 -0.684  -0.25
N: 1.434 1.053 -2.153  -0.48
N: -1.405 -0.803 0.502  0.08
N: 0.705 -0.040 1.233  -0.05
S: 2.833 1.234 0.012  -0.07
H: 3.366 1.837 -2.264  0.51
H: -0.490 -0.996 2.484  0.39
H: -3.609 -0.589 0.859  0.33
H: -3.204 -2.258 0.451  0.24
H: -0.294 0.406 -1.540  0.52
H: 1.462 -0.102 1.895  0.26

---

A gas-phase ion, C6H6N3S (charge +1) at a distorted geometry, computed with ωB97M-V with the def2-TZVPD basis set.

Properties
* relative energy (zero: lowest compared OMol25 entry of this formula, charge and spin): 12.13 kcal/mol
* E: -21616.59551 eV
* LUMO level: -4.80 eV
* highest occupied orbital energy: -12.54 eV
* net charge: +1

Each line ends with the Mulliken charge.
Positions of all 16 atoms, in Å:
C: 3.341 0.271 0.000  -0.90
C: 2.057 -0.045 0.000  0.62
N: 0.981 0.854 0.000  -0.13
C: -0.239 0.317 0.000  0.59
C: -1.494 0.947 0.000  -0.54
C: -2.611 0.145 0.000  -0.27
C: -2.440 -1.252 0.000  -0.29
N: -1.260 -1.809 0.000  -0.93
N: -0.209 -1.042 0.000  0.81
S: 1.379 -1.702 0.000  0.05
H: 4.101 -0.486 0.000  0.25
H: 3.668 1.295 0.000  0.27
H: 1.154 1.850 0.000  0.23
H: -1.555 2.024 0.000  0.39
H: -3.601 0.572 0.000  0.40
H: -3.271 -1.939 0.000  0.44

---

A single C6H6N4S2 molecule at a distorted geometry, computed with ωB97M-V with the def2-TZVPD basis set.

Properties
* relative energy (zero: lowest compared OMol25 entry of this formula, charge and spin): 43.06 kcal/mol
* E: -33946.69254 eV
* LUMO level: -0.49 eV
* highest occupied orbital energy: -8.67 eV

Each line ends with the Mulliken charge.
Positions of all 18 atoms, in Å:
S: 1.650 -0.487 1.592  -0.32
C: 2.427 -0.165 0.279  0.45
S: 4.008 -0.901 -0.208  -0.27
N: 2.146 0.789 -0.623  -0.08
N: 1.287 1.852 -0.343  -0.69
C: 0.006 1.711 -0.067  -0.18
C: -0.915 0.529 -0.157  0.51
C: -0.732 -0.712 -0.892  -0.05
N: -1.645 -1.630 -0.859  -0.54
C: -2.779 -1.296 -0.108  -0.09
C: -2.924 -0.165 0.853  -0.16
N: -1.886 0.704 0.730  -0.46
H: 4.336 -1.278 1.062  0.16
H: 2.852 1.219 -1.308  0.28
H: -0.412 2.582 0.378  0.43
H: 0.179 -0.898 -1.533  0.37
H: -3.799 -1.909 -0.305  0.25
H: -3.800 0.054 1.511  0.37

---

A single C6H6N6O3 molecule at a distorted geometry, computed with ωB97M-V with the def2-TZVPD basis set.

Properties
* relative energy (zero: lowest compared OMol25 entry of this formula, charge and spin): 126.23 kcal/mol
* E: -21392.48700 eV
* LUMO level (alpha / beta): -3.20 / -3.21 eV
* highest occupied orbital energy (alpha / beta): -9.86 / -9.81 eV

Each line ends with the Mulliken charge.
Positions of all 21 atoms, in Å:
C: 1.242 -1.860 -0.587  -0.30
C: 0.726 -0.606 -0.156  0.66
C: -1.476 -1.513 -0.074  0.59
C: -3.020 0.150 0.481  0.52
C: 2.698 0.413 0.938  -1.00
C: 1.719 0.490 -0.253  -0.56
N: 0.362 -2.850 -0.626  -0.19
N: -2.686 -1.285 0.185  -0.58
N: -0.825 -2.709 -0.409  -0.19
N: -0.511 -0.471 -0.018  -0.16
N: -2.210 1.012 -0.161  -0.06
N: -2.262 2.242 -0.530  0.99
O: -3.882 0.380 1.288  -0.46
O: -3.321 2.832 -0.732  -0.58
O: -1.208 2.803 -0.784  -0.61
H: 2.334 -2.054 -0.756  0.43
H: 2.600 -0.680 1.228  0.31
H: 2.501 1.113 1.746  0.33
H: 3.745 0.644 0.583  0.27
H: 2.211 0.502 -1.251  0.39
H: 1.264 1.445 -0.110  0.19

---

A gas-phase ion, C6H6NO3 (charge -1) at a distorted geometry, computed with ωB97M-V with the def2-TZVPD basis set.

Properties
* relative energy (zero: lowest compared OMol25 entry of this formula, charge and spin): 45.09 kcal/mol
* E: -13951.47262 eV
* LUMO level (alpha / beta): 3.85 / 3.85 eV
* highest occupied orbital energy (alpha / beta): -2.69 / -2.69 eV
* net charge: -1

Each line ends with the Mulliken charge.
Positions of all 16 atoms, in Å:
C: 1.367 -1.362 0.338  0.86
C: 2.317 0.650 -0.024  0.64
C: -2.003 -0.504 -1.297  -1.06
C: -0.793 0.003 -1.163  -0.04
C: -0.124 0.449 0.027  0.37
C: -0.714 0.595 1.380  -1.15
N: 2.421 -0.712 0.129  -0.63
O: 0.876 -2.445 0.540  -0.62
O: 3.281 1.389 -0.102  -0.62
O: 1.080 1.124 -0.132  -0.42
H: -2.441 -0.781 -2.263  0.24
H: -2.702 -0.579 -0.515  0.27
H: -0.063 0.156 -1.965  0.27
H: -1.664 1.120 1.275  0.39
H: -0.035 1.349 1.969  0.27
H: -0.802 -0.452 1.805  0.22

---

A gas-phase ion, C6H6NO3 (charge -1) at a distorted geometry, computed with ωB97M-V with the def2-TZVPD basis set.

Properties
* relative energy (zero: lowest compared OMol25 entry of this formula, charge and spin): 78.70 kcal/mol
* E: -13950.01525 eV
* LUMO level: 3.78 eV
* highest occupied orbital energy: -2.31 eV
* net charge: -1

Each line ends with the Mulliken charge.
Positions of all 16 atoms, in Å:
C: -1.471 -1.489 -0.064  -0.19
C: -0.047 -1.752 0.060  -0.51
C: -1.951 -0.197 -0.003  0.01
C: -0.374 1.233 0.051  0.65
C: 0.963 -0.920 0.182  0.03
C: 2.084 1.223 -0.212  -0.98
N: 0.758 0.600 -0.009  0.06
O: -0.708 2.407 0.157  -0.65
O: 2.147 -1.187 0.361  -0.77
O: -3.334 0.149 0.037  -0.55
H: -2.094 -2.443 -0.196  0.22
H: 0.285 -2.734 0.088  0.39
H: 2.611 0.601 -0.865  0.36
H: 1.966 2.259 -0.602  0.30
H: 2.575 1.124 0.738  0.31
H: -3.409 1.125 0.276  0.33

---

A single C6H6O molecule at a distorted geometry, computed with ωB97M-V with the def2-TZVPD basis set.

Properties
* relative energy (zero: lowest compared OMol25 entry of this formula, charge and spin): 80.09 kcal/mol
* E: -8363.03323 eV
* LUMO level: 0.76 eV
* highest occupied orbital energy: -8.83 eV

Each line ends with the Mulliken charge.
Positions of all 13 atoms, in Å:
C: 1.591 -2.163 -0.171  0.03
C: 1.321 -1.000 -0.393  -0.46
C: 0.934 0.342 -0.730  -0.49
C: 0.025 0.928 0.447  -0.63
C: -1.501 0.766 0.681  -0.80
C: -2.174 -0.138 0.041  0.68
O: -2.847 -0.907 -0.486  -0.36
H: 1.900 -3.109 0.202  0.44
H: 1.777 1.098 -0.937  0.27
H: 0.488 0.339 -1.760  0.29
H: 0.470 0.546 1.327  0.34
H: -0.013 1.991 0.325  0.31
H: -1.972 1.307 1.453  0.38

---

A single C6H6O molecule at a distorted geometry, computed with ωB97M-V with the def2-TZVPD basis set.

Properties
* relative energy (zero: lowest compared OMol25 entry of this formula, charge and spin): 67.24 kcal/mol
* E: -8363.59047 eV
* LUMO level: 0.28 eV
* highest occupied orbital energy: -9.45 eV

Each line ends with the Mulliken charge.
Positions of all 13 atoms, in Å:
O: -2.535 -0.732 -0.004  -0.57
C: -1.327 -0.387 0.015  0.37
C: -1.168 1.182 0.288  -0.35
C: 0.166 1.452 0.043  -0.51
C: 0.928 0.228 -0.344  0.17
C: 1.094 -0.912 0.612  -0.78
C: -0.032 -0.989 -0.357  -0.15
H: -1.888 2.006 0.355  0.37
H: 0.651 2.365 -0.396  0.29
H: 1.577 0.133 -1.302  0.31
H: 1.816 -1.652 0.615  0.30
H: 0.723 -0.898 1.682  0.22
H: -0.003 -1.797 -1.206  0.34

---

A single C6H6O molecule at a distorted geometry, computed with ωB97M-V with the def2-TZVPD basis set.

Properties
* relative energy (zero: lowest compared OMol25 entry of this formula, charge and spin): 108.11 kcal/mol
* E: -8361.81811 eV
* LUMO level: -0.28 eV
* highest occupied orbital energy: -8.42 eV

Each line ends with the Mulliken charge.
Positions of all 13 atoms, in Å:
C: 0.365 1.341 1.627  -0.26
C: 0.898 -0.653 0.203  -0.22
C: -0.779 1.128 0.641  -0.69
C: -0.286 0.016 -0.180  0.73
C: 1.539 0.705 1.927  -0.19
C: -1.010 -0.291 -1.445  -1.09
O: 1.863 -0.418 1.088  -0.30
H: 0.203 2.288 2.103  0.38
H: 1.269 -1.536 -0.291  0.39
H: 2.275 0.787 2.731  0.40
H: -1.881 -1.045 -1.375  0.23
H: -0.419 -0.589 -2.358  0.33
H: -1.593 0.642 -1.885  0.28

---

A single C6H6O molecule at a distorted geometry, computed with ωB97M-V with the def2-TZVPD basis set.

Properties
* relative energy (zero: lowest compared OMol25 entry of this formula, charge and spin): 153.24 kcal/mol
* E: -8359.86097 eV
* LUMO level (alpha / beta): 0.08 / 0.06 eV
* highest occupied orbital energy (alpha / beta): -7.55 / -7.62 eV

Each line ends with the Mulliken charge.
Positions of all 13 atoms, in Å:
C: -0.332 1.103 0.473  -0.45
C: 0.959 1.300 0.109  -0.35
C: -0.784 -0.233 0.301  0.18
C: -1.870 -0.979 0.250  -0.70
C: 1.838 0.161 -0.274  0.12
C: 1.321 -1.197 -0.294  -0.39
O: 2.005 -0.785 0.788  -0.37
H: -1.066 1.624 1.007  0.39
H: 1.570 2.272 0.233  0.25
H: -1.948 -2.093 0.402  0.21
H: -2.786 -0.598 0.008  0.31
H: 2.678 0.538 -0.690  0.44
H: 1.390 -1.978 -0.997  0.35

---

A single C6H6O molecule at a distorted geometry, computed with ωB97M-V with the def2-TZVPD basis set.

Properties
* relative energy (zero: lowest compared OMol25 entry of this formula, charge and spin): 69.72 kcal/mol
* E: -8363.48268 eV
* LUMO level: 0.09 eV
* highest occupied orbital energy: -7.99 eV

Each line ends with the Mulliken charge.
Positions of all 13 atoms, in Å:
C: -2.421 -0.625 0.025  -0.89
C: -1.127 -0.253 -0.030  0.69
C: -0.630 1.018 -0.046  -0.51
C: 0.669 1.084 -0.058  -0.10
C: 1.160 -0.286 -0.113  0.43
C: 2.491 -0.654 0.115  -0.75
O: 0.006 -1.099 -0.095  -0.37
H: -3.330 -0.061 0.394  0.24
H: -2.687 -1.658 -0.225  0.25
H: -1.358 1.838 0.094  0.32
H: 1.190 2.161 -0.148  0.21
H: 2.958 -1.769 -0.023  0.25
H: 3.081 0.304 0.110  0.23

---

A single C6H6O molecule at a distorted geometry, computed with ωB97M-V with the def2-TZVPD basis set.

Properties
* relative energy (zero: lowest compared OMol25 entry of this formula, charge and spin): 153.08 kcal/mol
* E: -8359.86783 eV
* LUMO level: -0.07 eV
* highest occupied orbital energy: -8.08 eV

Each line ends with the Mulliken charge.
Positions of all 13 atoms, in Å:
O: 0.378 0.188 2.101  -0.50
C: 0.585 -1.062 0.087  -0.31
C: -0.623 -0.888 -0.809  -0.51
C: -1.240 0.446 -0.780  -0.50
C: -1.739 1.544 -0.759  0.20
C: 1.061 -0.032 0.933  0.16
C: 2.092 0.542 0.394  -0.56
H: -0.349 0.779 1.859  0.37
H: 0.818 -2.097 0.351  0.32
H: -1.393 -1.636 -0.542  0.27
H: -0.325 -1.140 -1.830  0.29
H: -2.171 2.521 -0.755  0.39
H: 2.904 0.835 -0.251  0.39

---

A single C6H6O molecule at a distorted geometry, computed with ωB97M-V with the def2-TZVPD basis set.

Properties
* relative energy (zero: lowest compared OMol25 entry of this formula, charge and spin): 0.00 kcal/mol
* E: -8366.50612 eV
* LUMO level: 0.89 eV
* highest occupied orbital energy: -8.70 eV

Each line ends with the Mulliken charge.
Positions of all 13 atoms, in Å:
O: -0.539 1.739 -1.423  -0.52
C: -0.354 0.749 -0.492  0.65
C: -0.577 -0.596 -0.880  -0.38
C: -0.311 -1.645 0.016  -0.51
C: 0.093 -1.360 1.322  -0.40
C: 0.245 -0.042 1.742  -0.39
C: 0.074 1.020 0.833  -0.48
H: -0.431 1.360 -2.317  0.31
H: -0.942 -0.745 -1.897  0.28
H: -0.482 -2.665 -0.256  0.36
H: 0.245 -2.170 2.062  0.31
H: 0.549 0.178 2.746  0.37
H: 0.178 2.023 1.161  0.41

---

A single C6H6O molecule at a distorted geometry, computed with ωB97M-V with the def2-TZVPD basis set.

Properties
* relative energy (zero: lowest compared OMol25 entry of this formula, charge and spin): 130.71 kcal/mol
* E: -8360.83781 eV
* LUMO level: 0.83 eV
* highest occupied orbital energy: -8.24 eV

Each line ends with the Mulliken charge.
Positions of all 13 atoms, in Å:
C: 0.565 -1.169 1.344  -0.49
C: 0.965 -0.125 0.732  0.12
C: 0.233 -1.175 -0.162  -0.42
C: -0.867 -0.383 -0.819  -0.88
C: -0.491 1.117 -0.544  -0.26
O: -0.688 1.600 0.777  -0.41
C: 0.664 1.281 0.427  -0.11
H: 0.743 -1.878 2.077  0.42
H: 0.834 -1.925 -0.635  0.42
H: -0.800 -0.468 -1.825  0.36
H: -1.883 -0.773 -0.474  0.29
H: -0.734 1.929 -1.143  0.56
H: 1.458 1.969 0.245  0.41

---

A single C6H6O molecule at a distorted geometry, computed with ωB97M-V with the def2-TZVPD basis set.

Properties
* relative energy (zero: lowest compared OMol25 entry of this formula, charge and spin): 154.73 kcal/mol
* E: -8359.79628 eV
* LUMO level (alpha / beta): -0.42 / -0.43 eV
* highest occupied orbital energy (alpha / beta): -7.49 / -7.49 eV

Each line ends with the Mulliken charge.
Positions of all 13 atoms, in Å:
C: -0.666 0.995 0.026  -0.15
C: -0.796 -0.420 0.016  0.44
C: 0.503 -1.142 0.115  -0.45
C: 1.506 0.034 0.089  -0.53
C: 0.696 1.303 0.047  -0.43
C: -2.716 0.475 0.065  -0.38
O: -2.045 -0.744 -0.055  -0.23
H: 0.577 -1.713 1.043  0.27
H: 0.656 -1.827 -0.721  0.27
H: 2.112 0.048 0.997  0.29
H: 2.191 -0.034 -0.757  0.31
H: 1.156 2.272 0.023  0.42
H: -3.174 0.753 -0.889  0.16

---

2 unconnected molecules or ions with the total composition C6H6O at a distorted geometry, computed with ωB97M-V with the def2-TZVPD basis set.

Properties
* relative energy (zero: lowest compared OMol25 entry of this formula, charge and spin): 149.07 kcal/mol
* E: -8360.04191 eV
* LUMO level: 0.79 eV
* highest occupied orbital energy: -8.67 eV

Each line ends with the Mulliken charge.
Positions of all 13 atoms, in Å:
C: -0.239 1.269 -2.301  0.31
C: 0.021 0.373 -1.541  -0.82
C: -0.886 1.049 1.704  -0.48
C: -1.040 -0.134 1.194  -0.33
C: 1.427 -1.331 -0.149  -0.34
C: 0.234 -0.613 -0.579  0.28
O: 0.323 -1.967 -0.766  -0.42
H: -0.423 2.025 -3.003  0.45
H: -1.462 1.378 2.563  0.26
H: -0.182 1.766 1.314  0.26
H: -1.664 -0.976 1.401  0.34
H: 2.334 -1.293 -0.742  0.26
H: 1.555 -1.545 0.906  0.24